{"formula": "C5H14NO", "method": "ωB97M-V with the def2-TZVPD basis set", "elements": ["C", "C", "C", "C", "C", "N", "H", "H", "H", "H", "H", "H", "H", "H", "H", "H", "H", "H", "H", "H", "O"], "xyz": [[-1.565, -1.180, -0.139], [-0.411, -0.189, -0.009], [0.075, 0.264, -1.428], [-0.272, 1.662, -1.849], [-1.133, 2.600, -1.459], [0.741, -0.883, 0.674], [-1.305, -2.095, -0.686], [-1.869, -1.358, 0.893], [-2.391, -0.840, -0.760], [-0.773, 0.693, 0.511], [-0.308, -0.397, -2.196], [1.162, 0.256, -1.362], [0.474, 2.062, -2.534], [-1.028, 3.627, -1.775], [-2.083, 2.408, -0.963], [0.782, -1.090, 1.680], [1.536, -0.235, 0.554], [1.080, -1.585, 0.009], [1.831, -1.015, 4.111], [3.156, -1.585, 3.432], [2.302, -1.121, 3.294]], "nbo_charge": [-0.635, -0.054, -0.453, -0.196, -0.372, -0.689, 0.224, 0.224, 0.257, 0.243, 0.248, 0.201, 0.213, 0.224, 0.195, 0.483, 0.437, 0.442, 0.496, 0.507, -0.993], "energy_ha": -328.6158, "orbital_gap_ev": 9.962, "total_charge": 1, "multiplicity": 1, "e_lumo_ev": -3.230, "de_lowest_ev": 1.917}